(1)
Here is an isolated molecule of C5H7NO2 in a non-equilibrium geometry from the Open Molecules 2025 dataset. Energies are from the ωB97M-V functional and the def2-TZVPD basis.

electronic energy = -399.732860 Eh
structure (SMILES) = C[C@]1(O)[C@@H]2ON=C[C@@H]21
charge = 0
E_HOMO = -8.7271 eV
energy relative to the best compared isomer or geometry (same formula, charge and spin) = 611.0 kJ/mol

```
15
Properties=species:S:1:pos:R:3:forces:R:3:nbo_charge:R:1
O 1.910 -1.058 0.110 3.0 5.2 2.5 -0.681
O -1.449 -0.966 -1.094 -0.9 0.6 -0.4 -0.348
N -2.309 -0.154 -0.317 -2.1 0.9 -1.1 -0.073
C -0.263 -1.225 -0.406 -2.0 -4.0 0.8 0.057
C -1.764 0.248 0.760 2.1 -2.5 -3.8 -0.004
C -0.504 -0.420 0.785 4.8 -0.7 6.4 -0.355
C 0.740 -0.225 -0.077 0.9 1.9 -1.5 0.226
C 0.819 1.185 -0.680 -1.0 3.1 -0.2 -0.671
H -2.107 0.846 1.510 -1.5 1.5 1.5 0.224
H 1.029 2.314 -0.166 -0.2 -3.6 0.4 0.223
H -0.231 1.504 -1.019 1.5 -1.0 -0.1 0.246
H 2.729 -0.335 0.476 -3.6 -3.4 -1.5 0.471
H 1.541 1.322 -1.464 0.0 -0.6 -0.9 0.220
H -0.043 -2.422 -0.233 -0.2 3.3 -1.0 0.231
H -0.099 -0.614 1.815 -0.7 -0.7 -0.8 0.232
```
Positions in Å, forces in eV/Å.


(2)
Here is an isolated molecule of C5H7NO2 in a non-equilibrium geometry from the Open Molecules 2025 dataset. Energies are from the ωB97M-V functional and the def2-TZVPD basis.

electronic energy = -399.926313 Eh
structure (SMILES) = Cn1cc(O)c(O)c1
charge = 0
E_HOMO = -7.8732 eV
energy relative to the best compared isomer or geometry (same formula, charge and spin) = 103.1 kJ/mol

```
15
Properties=species:S:1:pos:R:3:forces:R:3:nbo_charge:R:1
O 2.302 1.595 -0.008 -0.6 -0.3 0.1 -0.665
O 2.414 -1.298 0.123 0.3 -0.9 -0.5 -0.700
N -0.886 0.063 -0.010 0.2 -0.9 0.1 -0.322
C -2.315 0.043 0.037 -0.5 0.9 0.4 -0.392
C 1.197 0.784 0.033 -0.2 0.0 0.3 0.190
C -0.108 -1.072 0.034 0.6 -0.4 0.0 -0.123
C 1.216 -0.644 0.075 -0.9 1.0 -0.4 0.137
C -0.110 1.189 0.046 -0.4 0.3 -0.3 -0.136
H -2.698 -0.889 -0.317 -0.1 -0.7 -0.3 0.210
H -0.596 2.165 0.049 0.5 -0.4 0.0 0.215
H 3.023 0.987 0.147 0.7 -0.1 0.0 0.484
H -2.700 0.207 1.048 0.1 -0.1 0.1 0.195
H 2.528 -1.860 -0.667 -0.1 0.4 0.5 0.486
H -0.521 -2.103 -0.010 0.3 1.1 0.1 0.215
H -2.744 0.833 -0.580 0.2 0.0 -0.1 0.205
```
Positions in Å, forces in eV/Å.


(3)
Here is a structure of composition C5H7NO2 in a non-equilibrium geometry from the Open Molecules 2025 dataset. Energies are from the ωB97M-V functional and the def2-TZVPD basis.

electronic energy = -399.808514 Eh
charge = 0
E_HOMO = -9.0046 eV
energy relative to the best compared isomer or geometry (same formula, charge and spin) = 412.3 kJ/mol

```
15
Properties=species:S:1:pos:R:3:forces:R:3:nbo_charge:R:1
O 2.111 -0.479 -0.083 0.9 -0.7 0.2 -0.463
O -1.801 -1.017 -0.077 -1.6 1.8 0.7 -0.716
N 0.640 1.409 -0.069 0.2 0.1 -0.3 -0.601
C 0.124 0.365 -1.018 -1.3 0.3 -0.4 -0.108
C 0.063 0.450 0.962 0.0 0.8 -1.4 -0.123
C 0.972 -0.784 0.729 1.1 0.1 2.6 0.022
C -1.131 0.249 -0.049 2.4 -1.8 -0.4 0.091
C 0.935 -0.923 -0.710 -0.2 -0.4 0.2 0.027
H 0.202 2.359 -0.268 0.2 -2.0 0.8 0.375
H -2.702 -0.809 0.284 1.1 -0.7 -0.5 0.474
H -1.696 1.165 -0.075 -0.9 -0.1 -0.1 0.177
H -0.024 0.727 1.976 -0.3 0.7 1.1 0.202
H 0.120 0.644 -2.058 -0.5 0.2 -0.4 0.207
H 1.277 -1.429 1.647 -1.1 0.6 -2.1 0.218
H 0.909 -1.928 -1.193 0.0 1.3 -0.1 0.219
```
Positions in Å, forces in eV/Å.


(4)
Here is an isolated molecule of C5H7NO2 in a non-equilibrium geometry from the Open Molecules 2025 dataset. Energies are from the ωB97M-V functional and the def2-TZVPD basis.

electronic energy = -399.882765 Eh
structure (SMILES) = C=C(C(C)=O)C(N)=O
charge = 0
E_HOMO = -9.1507 eV
energy relative to the best compared isomer or geometry (same formula, charge and spin) = 217.4 kJ/mol

```
15
Properties=species:S:1:pos:R:3:forces:R:3:nbo_charge:R:1
O -0.842 0.773 1.167 0.7 -2.4 1.3 -0.547
O 0.559 2.299 -1.082 -0.2 0.6 0.7 -0.599
N -1.583 1.521 -1.106 0.4 -0.1 0.3 -0.859
C -0.138 -0.226 0.875 0.0 2.3 1.8 0.523
C 0.566 -1.026 1.923 -0.8 -0.6 0.2 -0.703
C -0.267 1.489 -0.769 1.8 -3.1 -2.9 0.748
C 0.309 -0.185 -0.482 -1.3 2.6 -1.0 -0.192
C 0.905 -1.066 -1.271 -0.4 0.4 0.0 -0.331
H -2.141 0.769 -0.727 -0.3 0.6 -0.5 0.406
H 0.050 -0.912 2.875 0.1 -0.1 0.0 0.241
H 0.601 -2.077 1.635 0.1 -0.1 0.1 0.224
H 1.257 -0.748 -2.244 -0.1 -0.2 -0.1 0.220
H -1.844 2.175 -1.826 -0.3 -0.2 0.2 0.410
H 0.976 -2.114 -0.998 0.3 0.1 0.1 0.203
H 1.592 -0.672 2.030 -0.1 0.1 -0.2 0.254
```
Positions in Å, forces in eV/Å.


(5)
Here is an isolated molecule of C5H7NO2 in a non-equilibrium geometry from the Open Molecules 2025 dataset. Energies are from the ωB97M-V functional and the def2-TZVPD basis.

electronic energy = -399.835646 Eh
structure (SMILES) = C=CC(=O)[C@@H](C)N=O
charge = 0
E_HOMO (spin up / spin down) = -9.3747 / -9.3736 eV
energy relative to the best compared isomer or geometry (same formula, charge and spin) = 341.1 kJ/mol

```
15
Properties=species:S:1:pos:R:3:forces:R:3:nbo_charge:R:1
O -1.507 0.819 -1.845 0.0 -0.1 0.0 -0.487
O 2.213 0.693 -0.069 -1.4 0.7 -0.3 -0.301
N 1.293 1.287 -0.605 2.3 -0.1 -0.4 0.153
C -0.050 0.721 1.446 0.3 0.2 -0.3 -0.640
C -0.004 1.217 0.010 -0.9 -0.8 0.1 -0.242
C -0.749 -1.156 -0.823 -0.3 -0.5 -0.1 -0.320
C 0.324 -1.871 -0.504 0.1 0.2 -0.3 -0.308
C -0.809 0.301 -1.017 0.2 0.8 0.8 0.571
H -1.049 0.422 1.720 -0.3 0.0 0.1 0.224
H 0.271 -2.945 -0.466 -0.1 -0.2 0.1 0.208
H 1.307 -1.442 -0.363 -0.1 0.1 0.1 0.212
H 0.618 -0.120 1.580 0.0 -0.2 0.0 0.232
H -0.444 2.208 -0.133 0.1 -0.1 0.0 0.244
H 0.282 1.512 2.108 0.0 0.2 0.2 0.226
H -1.696 -1.647 -1.041 0.1 0.0 0.0 0.230
```
Positions in Å, forces in eV/Å.


(6)
Here is a cluster of 2 separate species, C5H7NO2 in total in a non-equilibrium geometry from the Open Molecules 2025 dataset. Energies are from the ωB97M-V functional and the def2-TZVPD basis.

electronic energy = -399.742787 Eh
charge = 0
E_HOMO (spin up / spin down) = -8.8070 / -8.1759 eV
energy relative to the best compared isomer or geometry (same formula, charge and spin) = 584.9 kJ/mol

```
15
Properties=species:S:1:pos:R:3:forces:R:3:nbo_charge:R:1
O -0.830 -0.671 -2.638 0.5 0.2 -0.4 -0.696
O -2.712 -1.747 -2.053 -0.1 -0.1 -0.1 -0.571
N -0.970 -0.138 0.428 0.3 -0.3 0.1 -0.297
C 0.512 -0.169 1.839 1.5 0.0 -1.2 -0.156
C 0.956 1.041 -0.526 1.6 -0.2 -1.0 -0.393
C -1.836 -0.975 -1.821 -0.3 0.5 1.4 0.670
C 1.143 0.690 2.634 0.4 0.2 -0.6 -0.367
C 0.274 0.179 0.270 -1.8 0.3 3.4 0.076
H 1.965 1.362 -0.318 0.0 -0.1 0.5 0.205
H 0.739 1.118 -1.581 -0.6 0.0 0.0 0.221
H 1.391 1.692 2.307 -0.2 0.1 0.0 0.202
H 0.348 -1.194 2.152 -0.1 0.1 -0.3 0.228
H -1.715 -0.383 -0.757 -0.6 -0.8 -2.1 0.170
H -0.912 -1.168 -3.469 -0.2 0.0 0.2 0.495
H 1.648 0.364 3.532 -0.5 -0.1 0.3 0.214
```
Positions in Å, forces in eV/Å.


> Which of these has the highest energy relative to the best compared isomer or geometry (same formula, charge and spin)?

number 1